(w)
The molecule C5H9N3. Source: the OMol25 dataset; level of theory: ωB97M-V with the def2-TZVPD basis set.

The geometry in XYZ format:
```
17
Properties=species:S:1:pos:R:3:mulliken_charge:R:1
N -1.107 -0.719 1.220 -0.722
N -0.032 0.099 0.810 0.203
N 2.121 0.215 -0.100 -0.484
C 1.033 -0.607 0.210 0.638
C 1.005 -1.917 -0.035 -1.064
C -0.383 1.378 0.275 -0.824
C -1.244 1.307 -1.060 -0.347
C -2.052 1.018 -1.903 -0.088
H 0.425 1.873 -0.310 0.359
H 2.944 -0.314 -0.350 0.228
H 2.315 0.918 0.600 0.237
H 1.888 -2.430 -0.373 0.226
H -2.739 0.824 -2.677 0.400
H -0.963 1.946 1.009 0.414
H 0.127 -2.504 0.149 0.337
H -1.812 -0.788 0.485 0.232
H -1.523 -0.302 2.049 0.254
```

Properties
SMILES ... C#CCN(N)C(=C)N
Lowest unoccupied orbital energy ... 0.94 eV
Gap between HOMO and LUMO ... 8.9 eV

=====

(x)
The molecule C5H9N3. Source: the OMol25 dataset; level of theory: ωB97M-V with the def2-TZVPD basis set.

The geometry in XYZ format:
```
17
Properties=species:S:1:pos:R:3:mulliken_charge:R:1
N 2.979 0.056 -0.741 -0.539
N 0.404 -0.881 0.902 -0.515
N -0.251 0.979 -0.251 -0.240
C -1.450 1.289 0.501 -0.985
C -0.399 -0.174 -1.161 -0.727
C 0.798 0.456 0.659 -0.116
C 0.054 -1.504 -0.414 -0.536
C 2.060 0.228 -0.095 0.326
H 0.989 -1.394 1.674 0.295
H -1.334 2.052 1.292 0.312
H -1.912 0.394 0.909 0.366
H -1.301 -0.173 -1.632 0.511
H 0.887 1.040 1.596 0.472
H 0.972 -1.932 -0.747 0.389
H -2.099 1.829 -0.203 0.365
H -0.739 -2.246 -0.338 0.321
H 0.343 -0.019 -1.952 0.302
```

Properties
SMILES ... CN1CCN[C@H]1C#N
Lowest unoccupied orbital energy ... 0.89 eV
Gap between HOMO and LUMO ... 10.0 eV

=====

Looking at the structures above, (x) is most stable, and the difference to the next one is 1.887 eV.